Entry 1:
{
  "formula": "C12H11N3O5S",
  "method": "the ωB97M-V functional and the def2-TZVPD basis",
  "charge": 0,
  "homo_lumo_gap_ev": 5.858,
  "species": ["C", "C", "C", "N", "C", "C", "C", "C", "C", "O", "H", "H", "H", "H", "H", "H", "H", "H", "H", "O", "N", "O", "C", "C", "C", "N", "O", "O", "C", "S", "H", "H"],
  "positions_angstrom": [[2.257013, -0.657468, 1.805010], [0.873463, -0.072522, 1.821975], [-0.031859, -0.517736, 0.740740], [-1.425778, -0.413961, 1.174818], [-1.945696, 0.823389, 1.393433], [-3.291128, 0.971323, 1.692227], [-4.100341, -0.159725, 1.799029], [-3.527186, -1.418871, 1.618725], [-2.181611, -1.529220, 1.304683], [0.506440, 0.743513, 2.660103], [2.266299, -1.601232, 2.371264], [2.608053, -0.856397, 0.783501], [2.937007, 0.046147, 2.295595], [0.173901, -1.512109, 0.355259], [-1.240533, 1.647590, 1.337091], [-3.662502, 1.983525, 1.824824], [-5.162018, -0.058659, 2.015641], [-4.101560, -2.339960, 1.699285], [-1.651956, -2.464226, 1.116156], [4.360132, 1.943872, -3.649361], [3.736406, 2.082432, -2.577463], [4.055715, 2.910474, -1.676495], [2.592190, 1.308934, -2.275959], [1.941350, 0.345134, -3.014324], [0.848917, -0.112518, -2.240067], [-0.198903, -0.972178, -2.691889], [-1.124216, -1.195125, -1.855385], [-0.191147, -1.446058, -3.845408], [0.743855, 0.469091, -0.971028], [1.903891, 1.645122, -0.682786], [2.213331, 0.015703, -4.012829], [-0.181537, 0.391706, -0.316366]],
  "forces_ev_per_a": [[0.413, 0.008, 0.128], [-1.014, -0.415, -0.812], [-0.639, -3.532, 6.166], [1.249, 0.147, -0.694], [-0.070, -0.271, 0.038], [0.177, -0.250, 0.027], [0.110, 0.315, -0.007], [0.492, -0.336, -0.227], [-0.593, 0.235, -0.211], [0.348, 0.227, 0.180], [-0.029, 0.241, -0.167], [-0.104, -0.030, 0.269], [-0.057, -0.169, -0.102], [-0.101, 0.104, 0.004], [-0.268, -0.221, -0.077], [-0.077, -0.277, 0.035], [0.265, -0.050, -0.022], [0.049, 0.315, 0.024], [-0.354, 0.300, 0.126], [-1.424, 0.057, 1.855], [2.121, 1.376, -0.140], [-0.431, -1.456, -1.828], [-0.269, -0.351, 0.268], [0.384, 0.493, 0.650], [0.064, -0.397, 0.404], [-1.599, -0.785, -0.325], [1.552, 0.222, -1.493], [0.291, 0.863, 1.948], [-2.484, 2.054, -2.689], [0.726, 0.002, -0.946], [-0.053, 0.112, 0.246], [1.324, 1.468, -2.628]]
}

Entry 2:
{
  "formula": "C55H62BF12N2O4SSi2TeW",
  "method": "the ωB97M-V functional and the def2-TZVPD basis",
  "charge": -1,
  "homo_lumo_gap_ev": [5.997, 6.414],
  "multiplicity": 3,
  "species": ["W", "C", "C", "C", "C", "C", "N", "C", "C", "C", "C", "C", "C", "C", "C", "O", "C", "F", "F", "F", "C", "F", "F", "F", "C", "C", "C", "O", "C", "F", "F", "F", "C", "F", "F", "F", "H", "H", "H", "H", "H", "H", "H", "H", "H", "H", "H", "H", "C", "C", "C", "C", "C", "C", "C", "C", "S", "C", "N", "C", "C", "C", "C", "C", "C", "C", "C", "H", "H", "H", "H", "H", "H", "H", "H", "H", "H", "H", "H", "H", "H", "H", "H", "C", "Si", "C", "C", "C", "Te", "C", "Si", "C", "C", "C", "H", "H", "H", "H", "H", "H", "H", "H", "H", "H", "H", "H", "H", "H", "H", "H", "H", "H", "H", "H", "H", "H", "C", "C", "C", "C", "C", "C", "C", "C", "O", "B", "O", "C", "C", "H", "H", "H", "H", "H", "H", "H", "H", "H", "H", "H", "H"],
  "positions_angstrom": [[-0.226171, 0.090212, -0.134401], [5.783710, 4.221506, 0.507945], [4.694496, 3.288547, 0.021129], [4.506377, 3.000947, -1.317007], [3.508558, 2.134818, -1.734207], [2.602354, 1.504867, -0.855009], [1.515388, 0.723589, -1.311353], [1.572876, 0.169721, -2.625008], [1.611484, 0.997303, -3.752301], [1.823471, 0.518655, -5.037122], [1.943812, -0.838749, -5.269390], [2.200203, -1.394072, -6.653760], [1.775678, -1.681922, -4.180853], [1.567124, -1.218849, -2.877725], [1.336617, -2.221258, -1.724555], [0.491458, -1.754285, -0.756261], [2.743886, -2.585868, -1.152927], [3.548046, -3.133120, -2.104228], [3.360534, -1.493986, -0.724917], [2.658940, -3.464547, -0.140864], [0.652981, -3.565857, -2.211079], [-0.380642, -3.303958, -3.042339], [1.484033, -4.409124, -2.873972], [0.155340, -4.252085, -1.173624], [2.900768, 1.686932, 0.527256], [3.905499, 2.575146, 0.907745], [2.419742, 0.684739, 1.591051], [1.377499, -0.108926, 1.224592], [2.093282, 1.318183, 3.023112], [2.999103, 2.188459, 3.524036], [0.916848, 1.972615, 3.035394], [1.970383, 0.313170, 3.922203], [3.683061, -0.296366, 1.889249], [3.271572, -1.545869, 2.115161], [4.559959, -0.324346, 0.874746], [4.392999, 0.104293, 2.982719], [6.184223, 4.823682, -0.313199], [6.618490, 3.662739, 0.947014], [5.411887, 4.905972, 1.277974], [5.152062, 3.459733, -2.067063], [3.453218, 1.936051, -2.786648], [1.494650, 2.057366, -3.600656], [1.876614, 1.218996, -5.870960], [2.237210, -0.594742, -7.398617], [1.416029, -2.098636, -6.954490], [3.151591, -1.932404, -6.690687], [1.820123, -2.751810, -4.360839], [4.132107, 2.678741, 1.961551], [-1.788991, -1.764117, -6.977193], [-2.323962, -0.674539, -6.029958], [-3.565242, -0.011935, -6.648283], [-1.246385, 0.388982, -5.859071], [-2.701381, -1.302088, -4.684825], [-3.730313, -2.263090, -4.642828], [-4.129948, -2.831632, -3.453532], [-3.510135, -2.403275, -2.283911], [-3.821168, -2.903389, -0.666393], [-2.637239, -1.789264, -0.097034], [-2.040598, -1.112593, -1.003364], [-2.504008, -1.453182, -2.286677], [-2.071582, -0.939338, -3.509127], [-2.342533, -1.599025, 1.309361], [-3.055858, -2.283019, 2.298107], [-2.744250, -2.077832, 3.621347], [-1.711151, -1.185871, 3.927362], [-1.022348, -0.523643, 2.932000], [-1.312311, -0.696457, 1.569568], [-1.394154, -1.308845, -7.895619], [-2.573139, -2.476670, -7.261405], [-0.979553, -2.325828, -6.493863], [-3.294843, 0.473901, -7.595988], [-3.971082, 0.755484, -5.974267], [-4.361520, -0.736591, -6.854476], [-1.020170, 0.842121, -6.831148], [-0.323973, -0.042621, -5.464583], [-1.562464, 1.189850, -5.178586], [-4.219422, -2.573741, -5.561018], [-4.912720, -3.583337, -3.425859], [-1.219382, -0.273319, -3.532171], [-3.851429, -2.972209, 2.023215], [-3.283815, -2.596720, 4.404301], [-1.438701, -1.013810, 4.963171], [-0.237722, 0.142019, 3.221281], [-4.541784, 0.177198, -0.527538], [-4.722258, 1.591928, -1.699474], [-6.122114, 1.301151, -2.895516], [-5.157151, 3.098048, -0.694990], [-3.209463, 1.750298, -2.795877], [-1.236263, 1.875942, -1.949793], [-1.735357, 3.883992, -1.355305], [-0.822274, 5.106067, -2.433344], [0.970788, 5.073145, -1.983941], [-1.533694, 6.798492, -2.113384], [-1.041355, 4.738175, -4.251275], [-5.352621, 0.174423, 0.213602], [-3.592594, 0.265721, 0.013032], [-4.552695, -0.787071, -1.055803], [-7.083450, 1.197711, -2.368432], [-5.954307, 0.385949, -3.485118], [-6.207813, 2.145630, -3.595789], [-6.166760, 2.952488, -0.285727], [-5.165220, 4.023886, -1.288655], [-4.465938, 3.233168, 0.149757], [-3.256157, 2.636707, -3.442754], [-3.198920, 0.863293, -3.437844], [-1.447302, 4.050627, -0.325418], [-2.815035, 3.960723, -1.432364], [1.140740, 5.614657, -1.042023], [1.594390, 5.529250, -2.763807], [1.324714, 4.045362, -1.823391], [-1.392716, 7.090208, -1.060205], [-2.612707, 6.821274, -2.331648], [-1.040173, 7.552478, -2.747401], [-0.856069, 3.678422, -4.471592], [-0.329286, 5.333412, -4.839928], [-2.059262, 4.988123, -4.591796], [0.681049, 7.576233, 4.626774], [0.312896, 7.597750, 3.135995], [-0.751345, 8.679880, 2.894597], [1.562975, 7.973285, 2.336850], [-0.228280, 6.221021, 2.724189], [-1.439466, 5.759235, 3.253667], [-1.972421, 4.504551, 2.932328], [-1.253094, 3.721404, 2.057166], [-1.521287, 2.464225, 1.585602], [-0.398243, 2.081168, 0.769668], [0.464117, 3.210070, 0.720036], [-0.054193, 4.162422, 1.541097], [0.482394, 5.391295, 1.846257], [1.075683, 8.552293, 4.941080], [1.443679, 6.814581, 4.821741], [-0.191788, 7.343375, 5.245832], [-0.339235, 9.672062, 3.121364], [-1.634521, 8.531527, 3.524265], [-1.077209, 8.672333, 1.848349], [1.887802, 8.979786, 2.621596], [1.364378, 7.973630, 1.258652], [2.393721, 7.286353, 2.534346], [-1.987930, 6.383352, 3.955706], [-2.908294, 4.157036, 3.358867], [1.437536, 5.679272, 1.412671]],
  "forces_ev_per_a": [[1.363, -1.468, -0.262], [-0.106, -0.079, -0.006], [0.155, 0.102, 0.031], [0.008, 0.046, -0.238], [-0.057, 0.024, 0.114], [-0.192, -0.251, -0.131], [0.218, 0.123, -0.232], [0.118, 0.153, 0.468], [0.128, 0.069, -0.273], [0.210, 0.346, 0.095], [0.135, -0.153, -0.183], [-0.076, 0.005, 0.122], [-0.072, -0.172, 0.226], [-0.117, -0.408, -0.087], [-0.289, 0.069, 0.165], [0.545, -0.419, -0.306], [-0.364, -0.081, -0.131], [-0.075, 0.048, 0.256], [-0.133, -0.228, -0.155], [0.125, 0.139, -0.203], [0.170, 0.277, 0.080], [0.201, -0.145, 0.151], [-0.315, 0.053, 0.071], [0.141, 0.105, -0.306], [0.142, -0.150, 0.137], [-0.052, 0.002, 0.181], [0.137, -0.230, -0.078], [-0.416, 0.563, 0.050], [0.008, -0.330, -0.256], [-0.385, -0.230, 0.150], [0.255, -0.074, 0.025], [0.035, 0.337, -0.106], [-0.417, 0.280, -0.070], [0.227, 0.263, 0.057], [0.083, 0.129, 0.542], [-0.024, -0.189, -0.323], [-0.060, -0.068, 0.067], [-0.085, 0.047, -0.042], [0.025, -0.071, -0.092], [-0.114, -0.088, 0.092], [-0.088, -0.015, -0.198], [0.048, 0.183, 0.031], [-0.013, -0.082, 0.149], [-0.010, -0.048, 0.078], [0.090, 0.089, 0.046], [-0.053, 0.037, 0.006], [-0.001, 0.116, 0.065], [0.013, -0.014, -0.211], [0.029, -0.068, 0.001], [-0.057, -0.082, -0.013], [-0.105, 0.073, -0.043], [0.040, 0.046, -0.004], [-0.037, -0.133, -0.195], [-0.003, 0.044, 0.011], [-0.047, 0.000, -0.065], [-0.173, -0.351, 0.041], [-0.086, -1.002, 0.215], [-0.244, -1.145, 1.303], [1.132, 0.701, -1.352], [0.486, 0.208, 0.062], [0.301, -0.278, -0.032], [-0.296, -0.289, -0.276], [-0.195, -0.135, -0.007], [0.059, 0.052, 0.002], [-0.068, -0.062, 0.071], [-0.110, -0.033, -0.015], [-0.038, 0.121, 0.064], [-0.092, -0.075, 0.147], [0.120, 0.104, 0.071], [-0.124, 0.116, -0.088], [-0.058, -0.094, 0.166], [0.079, -0.137, -0.130], [0.120, 0.110, 0.036], [0.000, -0.036, 0.101], [-0.312, 0.087, -0.115], [0.017, -0.077, -0.108], [0.066, 0.052, 0.076], [0.092, 0.081, 0.002], [0.020, -0.033, 0.001], [0.061, 0.039, 0.044], [0.022, 0.011, -0.012], [-0.020, -0.003, -0.013], [0.144, 0.110, 0.032], [-0.298, 0.118, 0.149], [-0.059, -0.002, 0.056], [-0.391, -0.128, -0.324], [0.100, 0.480, 0.170], [0.017, -0.035, -0.044], [-0.303, 0.734, -0.617], [0.120, -0.134, -0.004], [-0.072, 0.119, -0.023], [0.464, -0.081, 0.165], [-0.166, 0.457, 0.136], [-0.183, -0.138, -0.345], [0.088, 0.007, -0.151], [-0.449, 0.251, 0.019], [-0.330, 0.889, 0.266], [0.224, 0.017, -0.155], [-0.055, 0.218, 0.124], [-0.033, -0.198, 0.115], [0.183, 0.043, -0.047], [-0.029, -0.162, 0.156], [-0.149, -0.001, -0.180], [-0.013, -0.100, 0.090], [-0.135, 0.432, 0.072], [-0.133, 0.067, 0.046], [-0.088, -0.003, 0.019], [-0.007, -0.127, -0.205], [-0.084, -0.052, 0.145], [0.030, 0.161, -0.028], [-0.051, -0.056, -0.278], [0.266, 0.036, 0.054], [-0.150, -0.155, 0.185], [-0.006, 0.173, -0.029], [-0.167, -0.102, 0.088], [0.268, -0.083, 0.057], [0.026, -0.006, 0.100], [-0.053, -0.070, -0.014], [-0.037, 0.057, -0.054], [0.077, 0.043, -0.049], [0.014, -0.020, 0.010], [-0.039, -0.099, 0.009], [-0.038, 0.191, 0.084], [-0.285, -0.359, 0.128], [0.295, 0.246, 0.033], [-0.478, 1.009, 0.973], [0.046, -0.170, -0.159], [0.238, 0.017, -0.171], [0.145, 0.248, -0.012], [-0.067, -0.151, -0.054], [-0.089, 0.094, -0.013], [0.110, 0.031, -0.074], [-0.070, -0.150, -0.020], [0.115, -0.001, -0.092], [0.039, 0.021, 0.126], [-0.020, -0.100, -0.028], [0.034, 0.013, 0.138], [-0.124, 0.096, -0.032], [0.072, -0.077, -0.120], [0.109, 0.051, -0.044], [-0.216, -0.092, 0.106]]
}

Let's list E_tot in order: -1402.17491; -5079.35094 Ha.
Let's list relative energy (zero: lowest compared OMol25 entry of this formula, charge and spin) in order: 0.0; 142.1 kJ/mol.